No. 1
C40H35Cl2N4O4PPtS3 | ωB97M-V/def2-TZVPD

Geometry as ORCA input:
```
! RIJCOSX wB97M-V def2-TZVPD def2/J DEFGRID3
* xyz 2 5
Pt -0.493 0.357 -0.035
O -0.771 -1.999 2.727
C 0.194 -1.284 2.483
O 0.690 -0.987 1.352
C 0.910 -0.560 3.599
C 1.240 -1.162 4.801
C 2.027 -0.466 5.707
C 2.493 0.802 5.393
C 2.149 1.410 4.196
C 1.320 0.741 3.301
P 0.869 1.520 1.702
C -0.123 3.022 2.064
C -1.088 3.332 1.105
C -1.858 4.473 1.221
C -1.669 5.323 2.299
C -0.730 5.013 3.271
C 0.038 3.864 3.161
C 2.515 2.144 1.228
C 2.915 3.452 1.494
C 4.216 3.841 1.216
C 5.114 2.937 0.674
C 4.710 1.642 0.391
C 3.416 1.239 0.667
H 0.925 -2.177 4.998
H 2.303 -0.925 6.645
H 3.153 1.323 6.071
H 2.557 2.380 3.944
H -1.214 2.651 0.259
H -2.612 4.706 0.482
H -2.263 6.218 2.385
H -0.589 5.687 4.103
H 0.764 3.632 3.923
H 2.228 4.173 1.914
H 4.530 4.851 1.433
H 6.128 3.246 0.471
H 5.412 0.945 -0.038
H 3.092 0.230 0.445
Cl -0.892 -3.964 -6.064
C -0.879 -3.279 -4.500
C -0.566 -4.084 -3.394
C -0.539 -3.543 -2.133
Cl -0.175 -4.497 -0.770
C -0.905 -2.157 -1.886
O -1.011 -1.722 -0.719
C -1.211 -1.362 -3.058
C -1.578 0.014 -2.908
O -1.784 0.642 -1.861
C -1.176 -1.933 -4.330
H -0.337 -5.130 -3.544
H -1.720 0.552 -3.859
H -1.401 -1.330 -5.197
C -4.403 -1.703 1.850
C -3.175 -1.284 1.025
N -2.850 0.115 1.284
C -2.755 0.316 2.724
C -4.150 0.167 3.372
N -5.036 -0.464 2.365
C -5.276 0.490 1.256
C -3.898 0.974 0.753
H -4.116 -2.327 2.697
H -5.124 -2.251 1.247
H -3.347 -1.408 -0.043
H -2.307 -1.888 1.301
H -2.339 1.305 2.930
H -2.074 -0.438 3.119
H -4.579 1.131 3.655
H -4.104 -0.463 4.260
H -5.929 -0.701 2.801
H -5.879 1.323 1.624
H -5.833 -0.016 0.466
H -3.699 1.994 1.086
H -3.863 0.950 -0.337
S 0.846 7.385 -1.264
C 0.656 5.791 -1.671
S 1.763 4.571 -1.098
C 0.684 3.336 -1.812
N -0.326 3.869 -2.407
N -0.357 5.200 -2.358
C -1.363 5.840 -3.116
C -1.230 7.138 -3.600
C -2.210 7.666 -4.421
C -3.323 6.914 -4.763
C -3.462 5.628 -4.261
C -2.493 5.090 -3.439
S 1.097 1.699 -1.731
H -0.366 7.737 -3.354
H -2.091 8.668 -4.804
H -4.080 7.327 -5.411
H -4.330 5.043 -4.511
H -2.588 4.097 -3.037
*
```

HOMO (alpha / beta) = -11.9 / -12.8 eV
Molecular weight = 1028.9 g mol⁻¹
Energy above the lowest of the compared OMol25 structures with the same formula, charge and spin = 157.0 kJ/mol
HOMO-LUMO gap (alpha / beta) = 6.35 / 4.89 eV
E_tot = -126266.8458 eV
Maximum force = 2.23 eV Å⁻¹

Mulliken atomic charge list, values in e, 5 entries:
1. Pt 3.22
2. O -0.75
3. C 0.07
4. O -0.78
5. C 0.88

***

No. 2
C40H35Cl7N6O5P2Sr | ωB97M-V/def2-TZVPD

Geometry as ORCA input:
```
! RIJCOSX wB97M-V def2-TZVPD def2/J DEFGRID3
* xyz -2 1
Sr 0.063 -0.245 -0.342
Cl -0.189 -1.417 3.062
C 1.274 -0.492 3.048
C 1.590 0.211 1.888
C 2.798 0.898 1.952
Cl 3.307 1.815 0.558
C 3.636 0.915 3.068
Cl 5.122 1.816 3.075
C 3.267 0.202 4.204
Cl 4.273 0.218 5.609
C 2.072 -0.514 4.193
Cl 1.609 -1.402 5.604
O -2.023 0.883 -2.374
C -1.670 -0.319 -2.317
O -0.448 -0.699 -2.377
C -2.688 -1.359 -1.986
P -2.487 -1.843 -0.025
C -4.083 -2.899 -0.345
C -3.922 -4.152 -0.951
C -4.962 -5.063 -1.041
C -6.215 -4.737 -0.535
C -6.409 -3.483 0.024
C -5.358 -2.576 0.112
C -3.262 -0.500 0.947
C -3.505 0.783 0.424
C -3.903 1.822 1.249
C -4.079 1.619 2.617
C -3.878 0.346 3.139
C -3.486 -0.702 2.320
H -2.497 -2.292 -2.512
H -3.714 -1.022 -2.168
H -2.948 -4.423 -1.345
H -4.794 -6.037 -1.489
H -7.028 -5.454 -0.578
H -7.389 -3.213 0.407
H -5.537 -1.600 0.547
H -3.377 0.963 -0.638
H -4.078 2.810 0.829
H -4.383 2.438 3.261
H -4.024 0.171 4.201
H -3.341 -1.696 2.726
Cl -0.381 -3.722 -1.313
C -0.583 -4.667 0.133
C 0.040 -5.894 0.219
C -0.038 -6.649 1.382
C -0.759 -6.137 2.460
C -1.405 -4.928 2.360
Cl -2.305 -4.352 3.731
C -1.402 -4.106 1.177
N -2.086 -2.990 1.138
H 0.600 -6.267 -0.631
H 0.456 -7.610 1.449
H -0.823 -6.698 3.385
C 2.983 -4.782 -1.791
O 3.635 -3.552 -1.496
P 2.702 -2.290 -0.936
O 3.908 -1.196 -0.914
C 4.214 -0.530 -2.128
O 2.604 -2.599 0.639
C 3.749 -2.696 1.487
H 3.730 -5.445 -2.228
H 2.166 -4.642 -2.505
H 2.582 -5.240 -0.884
H 4.764 0.374 -1.869
H 3.299 -0.261 -2.666
H 4.835 -1.166 -2.765
H 3.407 -3.144 2.418
H 4.157 -1.704 1.687
H 4.519 -3.321 1.031
C -0.965 3.349 -0.927
C 0.275 3.329 -1.751
N 1.160 2.369 -1.732
C 2.121 2.695 -2.656
C 1.815 3.879 -3.247
N 0.623 4.282 -2.673
C 0.042 5.580 -2.882
N 0.978 6.620 -2.532
N 1.443 7.485 -3.468
N 2.390 8.181 -2.964
C 2.609 7.765 -1.679
C 3.543 8.170 -0.722
C 3.531 7.515 0.490
C 2.616 6.488 0.769
C 1.682 6.077 -0.161
C 1.704 6.735 -1.386
H -0.751 2.917 0.050
H -1.714 2.716 -1.414
H -1.370 4.352 -0.791
H 2.976 2.062 -2.821
H 2.318 4.475 -3.990
H -0.858 5.659 -2.276
H -0.221 5.731 -3.929
H 4.254 8.954 -0.947
H 4.252 7.793 1.248
H 2.651 5.993 1.730
H 0.992 5.272 0.053
*
```

HOMO = 0.7 eV
Molecular weight = 1077.5 g mol⁻¹
HOMO-LUMO gap = 2.71 eV
E_tot = -168297.8785 eV
Maximum force = 2.50 eV Å⁻¹

Mulliken atomic charge list, values in e, 5 entries:
1. Sr 0.78
2. Cl 0.00
3. C 1.26
4. C -2.05
5. C 1.35

***

No. 3
C40H35ClN4O4P2PbS | ωB97M-V/def2-TZVPD

Geometry as ORCA input:
```
! RIJCOSX wB97M-V def2-TZVPD def2/J DEFGRID3
* xyz 0 1
Pb -0.429 -0.188 -0.125
O -3.671 1.596 -1.316
Cl -2.750 2.141 -0.373
O -3.316 3.238 0.338
O -1.522 2.528 -1.030
O -2.411 1.078 0.613
C 3.855 2.474 0.014
N 2.640 1.653 0.019
P 1.479 1.777 1.253
C 2.477 1.814 2.766
C 3.148 0.637 3.096
C 3.942 0.584 4.229
C 4.061 1.700 5.049
C 3.387 2.868 4.730
C 2.598 2.927 3.589
C 0.747 3.427 1.134
C 1.100 4.371 0.172
C 0.422 5.577 0.094
C -0.611 5.854 0.977
C -0.975 4.915 1.929
C -0.306 3.706 2.000
P 2.561 0.210 -0.892
C 4.263 -0.396 -0.986
C 5.210 0.071 -1.895
C 6.502 -0.429 -1.873
C 6.855 -1.397 -0.942
C 5.914 -1.874 -0.042
C 4.617 -1.382 -0.067
C 2.174 0.764 -2.582
C 1.522 1.968 -2.820
C 1.046 2.269 -4.091
C 1.218 1.370 -5.130
C 1.860 0.158 -4.898
C 2.327 -0.146 -3.631
H 3.688 3.396 0.569
H 4.132 2.731 -1.011
H 4.686 1.939 0.481
H 3.040 -0.245 2.474
H 4.465 -0.332 4.476
H 4.675 1.657 5.939
H 3.477 3.740 5.364
H 2.080 3.845 3.337
H 1.886 4.166 -0.540
H 0.696 6.298 -0.665
H -1.149 6.790 0.906
H -1.809 5.108 2.590
H -0.636 2.961 2.717
H 4.935 0.821 -2.627
H 7.234 -0.063 -2.582
H 7.864 -1.788 -0.926
H 6.184 -2.642 0.672
H 3.868 -1.780 0.611
H 1.341 2.653 -2.004
H 0.524 3.202 -4.258
H 0.842 1.605 -6.117
H 1.982 -0.555 -5.702
H 2.809 -1.102 -3.459
C -0.361 -1.469 1.805
C -1.233 -1.762 2.806
C -2.664 -1.847 3.001
C -3.071 -2.964 3.633
C -2.128 -3.993 4.092
C -0.800 -3.805 4.128
C -0.271 -2.473 3.723
H -3.355 -1.127 2.582
H -4.128 -3.160 3.765
H -2.547 -4.929 4.440
H -0.150 -4.578 4.522
H 0.032 -1.882 4.598
N 1.876 -2.582 2.224
C 0.702 -2.223 2.529
H 2.273 -3.132 2.988
N -2.025 -3.879 0.150
C -2.341 -3.237 -0.999
N -1.674 -2.225 -1.461
C -2.194 -1.799 -2.684
C -1.710 -0.734 -3.441
C -2.344 -0.427 -4.630
C -3.442 -1.165 -5.074
C -3.930 -2.226 -4.333
C -3.296 -2.532 -3.138
S -3.671 -3.793 -1.988
H -1.414 -3.381 0.786
H -2.725 -4.455 0.583
H -0.866 -0.148 -3.101
H -1.988 0.407 -5.219
H -3.922 -0.902 -6.007
H -4.783 -2.793 -4.677
*
```

HOMO = -8.0 eV
Molecular weight = 972.4 g mol⁻¹
Energy above the lowest of the compared OMol25 structures with the same formula, charge and spin = 225.5 kJ/mol
HOMO-LUMO gap = 7.91 eV
E_tot = -103373.6892 eV
Maximum force = 0.46 eV Å⁻¹

Mulliken atomic charge list, values in e, 5 entries:
1. Pb 2.05
2. O -0.67
3. Cl 1.63
4. O -0.65
5. O -0.57